49
Properties=species:S:1:pos:R:3:lowdin_spin:R:1 method="wB97M-V/def2-TZVPD" homo_lumo_gap_ha="0.0856 / 0.1841" total_charge=-2 multiplicity=2 homo_energy_ha="0.0661 / -0.0326" s_squared=0.764
Ba 0.21 0.49 -0.29 0.009
O -2.58 -3.09 -0.91 0.003
C -1.70 -2.21 -0.77 0.003
N -1.81 -0.89 -0.64 -0.001
C -3.05 -0.23 -0.66 0.007
C -4.29 -0.90 -0.70 -0.001
C -5.50 -0.22 -0.75 0.009
C -5.50 1.16 -0.75 0.000
C -4.30 1.85 -0.71 0.006
C -3.05 1.20 -0.66 0.000
N -1.83 1.87 -0.63 0.017
C -1.73 3.21 -0.80 0.060
O -2.67 4.03 -0.99 0.078
C -0.35 3.75 -0.77 0.202
C -0.21 5.15 -0.75 0.017
C 1.04 5.73 -0.76 0.179
C 2.18 4.87 -0.80 0.130
C 1.97 3.51 -0.81 0.035
N 0.76 2.92 -0.80 0.215
C -0.29 -2.76 -0.77 0.001
C -0.16 -4.15 -0.67 0.001
C 1.08 -4.75 -0.71 0.000
C 2.19 -3.93 -0.88 0.001
C 1.99 -2.57 -0.97 0.000
N 0.80 -1.97 -0.91 0.001
H -4.28 -1.97 -0.71 0.000
H -6.43 -0.79 -0.79 0.001
H -6.44 1.71 -0.80 0.000
H -4.31 2.93 -0.72 0.000
H -1.11 5.74 -0.73 -0.003
H 1.16 6.81 -0.74 0.016
H 3.19 5.26 -0.81 0.011
H 2.81 2.83 -0.83 -0.001
H -1.08 -4.71 -0.57 0.000
H 1.18 -5.82 -0.63 0.000
H 3.19 -4.35 -0.93 0.000
H 2.84 -1.91 -1.11 0.000
O 1.23 0.32 1.66 0.000
N 2.13 -0.57 2.01 0.000
C 1.82 -1.42 3.02 0.001
C 2.69 -2.39 3.45 0.000
C 3.92 -2.51 2.82 0.001
C 4.23 -1.65 1.78 0.000
C 3.33 -0.66 1.34 0.001
S 3.66 0.39 0.06 0.002
H 0.84 -1.26 3.44 0.000
H 2.40 -3.06 4.25 0.000
H 4.64 -3.27 3.12 0.000
H 5.17 -1.73 1.26 0.000

54
Properties=species:S:1:pos:R:3:lowdin_spin:R:1 method="wB97M-V/def2-TZVPD" homo_lumo_gap_ha="0.2215 / 0.2305" total_charge=-2 multiplicity=2 homo_energy_ha="-0.0746 / -0.0836" s_squared=0.758
Co 0.16 1.41 0.14 0.949
S 1.68 0.62 4.19 -0.001
C -0.01 0.29 4.25 -0.001
C -0.63 0.54 3.06 -0.002
C 0.26 1.00 2.03 -0.017
C 1.53 1.09 2.53 -0.001
C 2.59 1.44 1.61 0.001
C 3.94 1.64 1.91 0.000
C 4.81 1.95 0.88 0.000
C 4.32 2.07 -0.42 0.000
C 2.97 1.87 -0.64 0.000
N 2.13 1.55 0.34 -0.004
H -0.46 -0.04 5.18 0.000
H -1.69 0.40 2.90 0.000
H 4.28 1.55 2.93 0.000
H 5.86 2.10 1.09 0.000
H 4.97 2.31 -1.25 0.000
H 2.51 1.95 -1.62 0.000
O -0.23 1.19 -3.93 0.002
C -0.51 1.17 -2.73 0.002
O 0.36 1.27 -1.79 0.007
C -1.97 0.97 -2.34 0.000
C -2.86 0.90 -3.38 0.001
C -4.22 0.64 -3.17 0.001
C -4.70 0.40 -1.89 0.000
C -3.82 0.44 -0.84 0.000
C -2.43 0.80 -0.98 0.000
O -1.72 0.97 0.05 0.000
N -4.37 0.07 0.46 0.000
O -3.65 -0.48 1.27 0.000
O -5.55 0.31 0.67 0.000
N -5.13 0.59 -4.28 0.000
O -4.70 0.79 -5.40 0.000
O -6.32 0.34 -4.06 0.000
H -2.47 1.03 -4.38 0.000
H -5.74 0.16 -1.72 0.000
Cl 0.04 3.89 0.39 0.046
C -1.00 -3.17 1.91 0.001
S -0.88 -1.99 0.55 0.005
O -1.47 -2.69 -0.64 0.000
C 0.91 -2.06 0.34 0.005
C 1.38 -2.12 -0.97 0.003
C 2.74 -2.03 -1.20 0.000
C 3.62 -1.86 -0.15 0.001
C 3.14 -1.79 1.16 0.000
C 1.78 -1.87 1.40 0.002
H -0.55 -4.12 1.61 0.000
H -2.06 -3.29 2.09 0.000
H -0.52 -2.75 2.79 0.000
H 0.66 -2.23 -1.77 0.000
H 3.11 -2.05 -2.22 0.000
H 4.68 -1.76 -0.33 0.000
H 3.82 -1.63 1.98 0.000
H 1.41 -1.75 2.41 0.000

46
Properties=species:S:1:pos:R:3:lowdin_charge:R:1 method="wB97M-V/def2-TZVPD" homo_lumo_gap_ha=0.1986 total_charge=+2 homo_energy_ha=-0.5423
O 0.04 -0.12 -8.36 0.062
C 0.33 -0.12 -7.26 0.009
Ga -0.72 -0.15 -2.67 -0.401
O 1.77 -0.14 -4.34 0.285
C 0.84 -0.14 -3.67 -0.019
C -2.46 -0.16 -2.06 -0.036
O -3.56 -0.17 -1.74 0.308
C -0.79 -1.99 -2.85 0.011
O -0.87 -3.12 -3.01 0.326
C -0.83 1.68 -2.89 -0.012
O -0.93 2.81 -3.07 0.321
H -1.41 -0.17 -4.09 0.112
C -0.49 4.17 2.45 -0.040
C 0.38 4.10 1.35 -0.053
C 0.54 2.90 0.67 -0.134
C -0.16 1.75 1.07 -0.352
C -1.02 1.83 2.18 -0.107
C -1.19 3.03 2.86 -0.044
Sb 0.06 -0.02 -0.12 1.632
C 2.10 -0.39 0.37 -0.365
C 3.06 -0.64 -0.62 -0.130
C 4.38 -0.92 -0.25 -0.050
C 4.74 -0.94 1.10 -0.034
C 3.78 -0.68 2.09 -0.041
C 2.46 -0.41 1.72 -0.107
C -1.42 -1.29 0.83 -0.358
C -1.02 -2.55 1.28 -0.114
C -1.96 -3.41 1.87 -0.045
C -3.29 -3.01 2.02 -0.035
C -3.68 -1.74 1.58 -0.043
C -2.75 -0.89 0.99 -0.164
H -0.63 5.11 2.97 0.119
H 0.91 4.99 1.03 0.116
H 1.20 2.85 -0.19 0.094
H -1.58 0.96 2.50 0.089
H -1.86 3.09 3.70 0.118
H 2.78 -0.64 -1.66 0.067
H 5.12 -1.11 -1.01 0.116
H 5.76 -1.15 1.39 0.120
H 4.06 -0.70 3.14 0.120
H 1.72 -0.23 2.49 0.107
H 0.00 -2.88 1.16 0.100
H -1.65 -4.39 2.21 0.119
H -4.01 -3.67 2.47 0.122
H -4.71 -1.43 1.70 0.121
H -3.06 0.09 0.66 0.092

For each record above, in turn, the calculated molecular weight values are 579.81, 620.91, 563.86 g mol⁻¹.